(1)
The following is a quantum chemistry calculation of a gas-phase ion, C6H12NO4 (charge +1) at a distorted geometry, from OMol25.

Its spin multiplicity is 1. Its LUMO energy is -0.13009 Eh. As for the total charge: +1. Its HOMO-LUMO gap is 10.284 eV. The relative energy (zero: lowest compared OMol25 entry of this formula, charge and spin) is 120.74 kJ/mol.

Each line ends with the natural charge from an NBO analysis.
Element x y z (Å)
C: 0.824 0.904 -0.330  0.0961
C: 0.303 -0.812 -0.621  0.8467
C: -0.394 1.688 -0.714  -0.6928
C: -1.770 -2.452 1.563  -0.6240
C: -1.562 -2.103 0.083  -0.0778
C: 1.923 1.733 -0.995  0.6942
N: 2.901 1.976 -0.223  -0.6989
O: 1.115 0.881 1.064  -0.7101
O: 0.799 -1.641 -1.320  -0.5279
O: 1.795 2.060 -2.184  -0.5880
O: -0.835 -0.870 0.072  -0.5362
H: -0.338 2.696 -0.275  0.2268
H: -0.816 1.589 -1.739  0.2749
H: -1.139 1.143 -0.178  0.2540
H: -0.846 -2.610 2.140  0.2311
H: -2.242 -1.459 1.843  0.2074
H: -2.557 -3.274 1.397  0.2400
H: -2.477 -1.687 -0.281  0.2004
H: -1.096 -2.912 -0.415  0.2185
H: 0.291 1.043 1.503  0.5109
H: 3.651 2.518 -0.498  0.4188
H: 2.595 1.730 0.800  0.4819
H: 2.508 2.623 -2.715  0.5541

---

(2)
The following is a quantum chemistry calculation of a molecular structure, C13H47HgO13 at a distorted geometry, from OMol25.

Its spin multiplicity is 2. Its LUMO energy (alpha / beta) is 0.00627 / 0.00141 Eh. Its HOMO-LUMO gap (alpha / beta) is 5.811 / 9.360 eV.

Each line ends with the Mulliken charge.
Element x y z (Å)
Hg: -0.386 -1.006 -3.154  0.1292
C: -1.061 -0.798 1.128  -0.9412
C: -0.800 -0.932 -0.367  0.9652
O: -0.938 -1.994 -0.925  -0.8574
O: -0.197 -0.012 -0.999  -0.4592
H: -0.157 -0.819 1.735  -0.1737
H: -1.604 -1.654 1.529  0.3623
H: -1.579 0.116 1.420  0.2846
C: -3.502 -0.579 -4.286  -0.8199
O: -2.729 -0.833 -3.103  -0.0814
H: -2.924 -0.045 -5.041  0.1986
H: -3.666 -1.548 -4.756  0.3461
H: -4.389 0.048 -4.200  0.2969
H: -3.341 -1.286 -2.518  0.1842
C: 2.451 1.065 -2.650  -0.7086
O: 1.836 0.259 -3.616  -0.3072
H: 3.013 1.881 -3.105  0.4767
H: 1.820 1.543 -1.901  -0.0119
H: 3.179 0.475 -2.092  0.4043
H: 2.560 0.089 -4.223  0.2163
C: -1.912 2.601 3.252  -0.2174
O: -3.261 2.922 3.618  -0.5609
H: -1.846 2.767 2.177  0.0929
H: -1.197 3.227 3.787  0.2937
H: -1.679 1.563 3.488  0.0959
H: -3.307 3.877 3.699  0.3003
C: 2.280 -2.413 -2.120  -0.3163
O: 1.397 -2.528 -3.163  -0.2786
H: 3.286 -2.506 -2.528  0.4157
H: 2.180 -1.486 -1.556  -0.1369
H: 2.264 -3.192 -1.358  0.3073
H: 1.659 -3.298 -3.673  0.2217
C: 1.909 1.933 4.242  -0.7326
O: 1.188 0.856 3.681  -0.3219
H: 2.031 1.780 5.315  0.2758
H: 2.851 2.027 3.701  0.2762
H: 1.385 2.876 4.086  0.2166
H: 1.034 1.042 2.752  0.2463
C: 3.415 -1.322 1.457  -0.4113
O: 3.811 -0.334 0.519  -0.6001
H: 2.456 -1.823 1.328  0.0613
H: 4.261 -2.007 1.516  0.3356
H: 3.235 -0.867 2.431  0.2208
H: 3.168 0.376 0.581  0.2882
C: 0.225 -2.500 4.796  -0.2911
O: 1.368 -1.681 5.067  -0.5340
H: -0.654 -2.163 5.346  0.2495
H: 0.116 -2.614 3.718  -0.0260
H: 0.445 -3.508 5.148  0.2739
H: 1.234 -0.826 4.651  0.3780
C: 1.409 2.684 0.507  -0.9806
O: 1.243 1.369 0.907  0.8724
H: 2.370 2.858 0.023  0.2974
H: 0.553 3.000 -0.089  0.2631
H: 1.498 3.342 1.372  0.2542
H: 0.783 0.918 0.196  -0.3072
C: -0.713 2.168 -4.546  -0.9517
O: -1.147 1.239 -3.540  0.1032
H: 0.094 2.773 -4.132  0.2184
H: -0.425 1.687 -5.481  0.2908
H: -1.556 2.792 -4.846  0.3382
H: -1.878 1.587 -3.024  0.2549
C: -3.540 1.857 -1.015  -0.4653
O: -3.201 2.405 -2.245  -0.5797
H: -3.769 0.810 -1.215  0.1344
H: -2.729 2.014 -0.303  0.1217
H: -4.442 2.311 -0.605  0.3751
H: -3.189 3.363 -2.187  0.2702
C: -0.580 -4.567 1.051  -0.6763
O: 0.588 -3.839 0.663  -0.5150
H: -0.278 -4.991 2.009  0.2904
H: -1.479 -4.003 1.298  0.2468
H: -0.821 -5.345 0.327  0.2963
H: 0.278 -3.180 0.038  0.2213